[1]
52
Properties=species:S:1:pos:R:3 method="wB97M-V/def2-TZVPD" charge=0 lumo_ev=-1.953 relative_energy_kj_mol=58.93 e_homo_ev=-6.2
Cs 0.621 -0.609 -1.292
O -3.152 -2.260 -3.844
C -2.416 -1.544 -3.178
N -2.014 -1.713 -1.886
C -2.513 -2.799 -1.248
O -3.331 -3.624 -1.641
C -2.016 -3.033 0.187
C -2.525 -4.175 0.816
C -2.152 -4.464 2.113
C -1.260 -3.613 2.755
C -0.802 -2.513 2.052
N -1.170 -2.213 0.806
C -1.877 -0.310 -3.906
C -2.256 -0.194 -5.246
C -1.806 0.878 -5.992
C -0.991 1.818 -5.377
C -0.672 1.627 -4.045
N -1.093 0.593 -3.319
H -3.210 -4.795 0.257
H -2.537 -5.339 2.621
H -0.926 -3.794 3.767
H -0.087 -1.834 2.509
H -2.898 -0.957 -5.659
H -2.080 0.982 -7.034
H -0.617 2.681 -5.912
H -0.043 2.344 -3.525
C 2.670 0.941 0.091
C 3.854 1.210 0.298
C 5.223 1.536 0.545
C 6.197 0.534 0.663
C 7.522 0.849 0.911
C 7.920 2.173 1.046
C 6.972 3.178 0.916
C 5.645 2.868 0.669
H 5.899 -0.501 0.556
H 8.257 0.057 0.997
H 8.956 2.417 1.248
H 7.274 4.215 1.007
H 4.915 3.660 0.565
N -4.559 1.493 3.023
C -3.105 1.286 3.362
C -2.302 1.033 2.069
N -0.899 0.903 2.262
H -5.127 1.684 3.846
H -4.925 0.659 2.559
H -4.649 2.274 2.371
H -3.025 0.437 4.037
H -2.735 2.177 3.866
H -2.485 1.870 1.385
H -2.666 0.113 1.600
H -0.605 0.074 2.752
H -0.398 1.720 2.579

[2]
59
Properties=species:S:1:pos:R:3 method="wB97M-V/def2-TZVPD" charge=0 lumo_ev=-1.604 smiles="CCCC[C@@]1(C(F)(F)F)C(=O)O[C@](C)(F)[C@@H]1O.O=C1C=C(O)C(=O)C=C1O.O=C1C=C(O)C(=O)C=C1O" relative_energy_kj_mol=0.00 e_homo_ev=-9.7
C -2.400 0.335 -0.249
C -2.940 -0.396 -1.491
C -2.001 -1.380 -2.207
C -1.107 -2.268 -1.327
C 0.374 -1.856 -1.117
C 0.809 -2.351 0.273
F 2.111 -2.113 0.523
F 0.115 -1.735 1.250
F 0.603 -3.663 0.407
C 1.221 -2.637 -2.151
O 1.040 -3.752 -2.525
O 2.196 -1.851 -2.666
C 2.165 -0.538 -2.157
C 2.366 0.493 -3.240
F 3.216 -0.440 -1.257
C 0.817 -0.416 -1.389
O 0.933 0.489 -0.321
H -3.041 0.137 0.608
H -2.380 1.413 -0.405
H -1.391 0.046 0.019
H -3.234 0.356 -2.226
H -3.862 -0.910 -1.219
H -1.422 -0.860 -2.972
H -2.639 -2.064 -2.770
H -1.060 -3.248 -1.798
H -1.596 -2.422 -0.366
H 3.405 0.808 -3.269
H 1.749 1.370 -3.061
H 2.113 0.058 -4.205
H 0.141 0.077 -2.081
H 1.491 0.112 0.368
C -5.727 0.806 3.692
C -6.730 1.262 4.455
C -8.168 1.231 3.996
O -9.002 1.658 4.772
C -8.465 0.705 2.678
C -7.461 0.252 1.915
C -6.027 0.267 2.383
O -5.193 -0.181 1.616
O -7.627 -0.246 0.699
O -6.562 1.772 5.665
H -4.695 0.822 4.014
H -9.495 0.696 2.352
H -6.737 -0.499 0.385
H -7.453 2.013 5.986
C 8.293 2.314 0.189
C 8.295 1.134 0.826
C 7.256 0.072 0.558
O 7.358 -0.966 1.183
C 6.214 0.352 -0.411
C 6.215 1.533 -1.047
C 7.260 2.587 -0.791
O 7.173 3.619 -1.431
O 5.302 1.877 -1.950
O 9.194 0.790 1.735
H 9.034 3.078 0.375
H 5.468 -0.404 -0.599
H 5.533 2.778 -2.247
H 8.956 -0.114 2.022

[3]
50
Properties=species:S:1:pos:R:3 method="wB97M-V/def2-TZVPD" charge=0 multiplicity=2 lumo_ev="-0.064 / -0.076" relative_energy_kj_mol=0.00 e_homo_ev="-6.4 / -6.4"
Re -0.665 0.385 -0.591
O -1.321 4.146 -2.041
C -1.371 3.044 -1.511
N -0.388 2.359 -0.899
C 0.989 2.816 -0.969
C 1.868 1.647 -1.368
C 3.086 1.809 -2.008
C 3.819 0.690 -2.366
C 3.329 -0.573 -2.080
C 2.107 -0.673 -1.442
N 1.399 0.408 -1.094
C -2.668 2.238 -1.526
C -3.811 2.761 -2.102
C -4.953 1.984 -2.146
C -4.927 0.708 -1.602
C -3.752 0.241 -1.048
N -2.638 0.986 -1.018
H 1.313 3.161 0.020
H 1.110 3.645 -1.669
H 3.439 2.806 -2.232
H 4.765 0.805 -2.880
H 3.868 -1.469 -2.351
H 1.653 -1.622 -1.185
H -3.761 3.764 -2.502
H -5.857 2.364 -2.606
H -5.798 0.068 -1.618
H -3.663 -0.745 -0.615
F -0.930 -1.610 -1.061
C -1.695 -1.917 1.839
C -0.498 -0.996 2.089
C -0.499 -0.612 3.577
C -0.647 0.283 1.242
C 0.841 -1.680 1.777
C 2.030 -1.015 2.091
C 3.267 -1.605 1.892
C 3.348 -2.888 1.360
C 2.180 -3.550 1.018
C 0.938 -2.950 1.223
H -2.608 -1.413 2.163
H -1.601 -2.843 2.413
H -1.780 -2.161 0.782
H -1.459 -0.163 3.843
H 0.285 0.108 3.812
H -0.346 -1.495 4.200
H -0.735 1.213 1.817
H 1.985 -0.011 2.497
H 4.169 -1.064 2.151
H 4.311 -3.362 1.215
H 2.225 -4.543 0.589
H 0.047 -3.479 0.921

[4]
59
Properties=species:S:1:pos:R:3 method="wB97M-V/def2-TZVPD" charge=-1 multiplicity=3 lumo_ev="1.946 / 0.255" relative_energy_kj_mol=155.11 e_homo_ev="-4.9 / -4.8"
Mo 0.735 -1.664 -1.023
C -1.457 1.601 0.949
C -1.572 0.188 0.452
N -0.654 -0.267 -0.323
N 0.533 0.433 -0.474
C 1.019 0.416 -1.761
S 0.227 -0.372 -3.056
S 2.530 1.319 -2.029
C 2.406 2.601 -0.747
C 1.709 3.855 -1.202
C 2.360 5.081 -1.140
C 1.726 6.247 -1.548
C 0.427 6.200 -2.027
C -0.231 4.978 -2.100
C 0.405 3.817 -1.694
C -2.696 -0.641 0.893
C -3.052 -0.552 2.246
C -4.075 -1.299 2.788
C -4.806 -2.135 1.934
C -4.507 -2.219 0.597
C -3.429 -1.493 -0.001
O -3.170 -1.609 -1.243
H -1.278 2.276 0.112
H -0.596 1.682 1.618
H -2.361 1.906 1.468
H 3.432 2.825 -0.452
H 1.910 2.143 0.109
H 3.378 5.122 -0.768
H 2.252 7.193 -1.494
H -0.070 7.107 -2.348
H -1.243 4.928 -2.483
H -0.107 2.867 -1.784
H -2.474 0.101 2.893
H -4.308 -1.236 3.842
H -5.625 -2.724 2.333
H -5.080 -2.859 -0.065
N 0.492 -3.170 0.609
C -0.848 -3.783 0.523
C -1.128 -4.112 -0.929
N -0.928 -2.895 -1.737
H 1.226 -3.865 0.506
H 0.624 -2.684 1.498
H -1.569 -3.050 0.889
H -0.927 -4.678 1.145
H -2.148 -4.487 -1.039
H -0.432 -4.880 -1.276
H -1.794 -2.297 -1.659
H -0.791 -3.141 -2.711
S 6.038 1.424 3.961
C 4.780 0.719 3.178
S 3.174 0.641 3.796
C 2.408 -0.277 2.503
C 3.272 -0.607 1.440
S 3.052 -1.367 -0.056
S 4.937 -0.085 1.659
S 0.798 -0.662 2.740
S 3.243 -5.280 -3.139
C 2.434 -4.070 -2.446
N 1.829 -3.208 -1.928